This record from the Open Molecules 2025 dataset describes a cluster of 4 separate species, C20H28FNO8S3 in total at a distorted geometry. The level of theory is ωB97M-V/def2-TZVPD.

```
61
Properties=species:S:1:pos:R:3
O -7.06 3.55 -7.16
C -6.78 2.85 -6.22
N -7.52 1.62 -5.87
C -7.24 1.47 -4.44
O -7.98 0.94 -3.67
C -5.99 2.22 -4.13
C -5.17 2.17 -3.02
C -4.09 3.02 -3.04
F -3.24 3.00 -2.00
C -3.81 3.90 -4.09
C -4.65 3.93 -5.19
C -5.74 3.07 -5.20
H -6.97 0.89 -6.32
H -5.37 1.51 -2.19
H -2.95 4.54 -4.03
H -4.48 4.61 -6.01
O 1.73 1.07 -2.14
S 1.07 2.08 -1.35
O 1.09 3.46 -1.77
C -0.61 1.55 -1.04
C -0.51 0.73 0.24
C 0.41 1.52 1.18
C 1.64 1.94 0.35
H -0.96 0.99 -1.90
H -1.21 2.44 -0.90
H -1.49 0.57 0.69
H -0.08 -0.25 0.03
H -0.11 2.40 1.55
H 0.71 0.93 2.05
H 2.05 2.90 0.66
H 2.42 1.18 0.37
O 2.99 -4.23 -0.58
S 3.24 -3.01 0.15
O 2.48 -2.70 1.34
C 4.99 -2.89 0.48
C 5.54 -2.13 -0.73
C 4.54 -0.99 -1.00
C 3.13 -1.61 -0.95
H 5.40 -3.89 0.60
H 5.12 -2.31 1.39
H 6.54 -1.75 -0.54
H 5.59 -2.79 -1.60
H 4.64 -0.23 -0.22
H 4.71 -0.50 -1.95
H 2.38 -0.93 -0.56
H 2.82 -1.97 -1.93
O 1.05 0.08 4.94
S 0.64 -1.25 4.57
O -0.30 -1.45 3.50
C 2.10 -2.25 4.31
C 2.42 -2.82 5.69
C 1.07 -3.26 6.28
C 0.08 -2.11 6.05
H 2.88 -1.61 3.90
H 1.85 -3.03 3.60
H 3.12 -3.64 5.63
H 2.87 -2.04 6.32
H 0.72 -4.15 5.77
H 1.15 -3.49 7.34
H -0.94 -2.45 5.88
H 0.09 -1.39 6.87
```

Output
**HOMO energy**: -0.375 Ha
**Spin multiplicity**: 1
**Charge**: 0
**SMILES**: O=C1NC(=O)c2cc(F)ccc21.O=S1(=O)CCCC1.O=S1(=O)CCCC1.O=S1(=O)CCCC1
**Frontier orbital gap**: 9.7 eV

=====

This record from the Open Molecules 2025 dataset describes a structure of composition C20H28GdNO2S at a distorted geometry. The level of theory is ωB97M-V/def2-TZVPD.

```
53
Properties=species:S:1:pos:R:3
O -1.88 2.82 0.38
C -2.95 3.17 -0.58
C -3.06 4.60 -0.06
H -3.86 2.57 -0.44
H -2.62 3.12 -1.62
C -2.00 4.15 0.96
H -4.02 4.87 0.38
H -2.68 5.36 -0.74
C -2.54 4.10 2.38
H -3.47 3.52 2.44
H -2.74 5.13 2.73
H -1.76 3.67 3.03
C -0.73 4.98 0.91
H -0.30 5.05 -0.10
H 0.01 4.56 1.61
H -0.96 6.01 1.23
Gd 1.26 -2.39 -0.09
C 3.63 -2.85 -1.09
C 2.73 -3.26 -2.13
C 2.05 -2.10 -2.61
H 2.62 -4.28 -2.50
C 2.56 -0.97 -1.90
C 3.52 -1.43 -0.95
H 4.12 -0.80 -0.29
H 4.30 -3.52 -0.54
H 1.32 -2.08 -3.42
H 2.34 0.08 -2.12
C 2.28 -3.88 1.78
C 2.92 -2.61 1.90
C 1.93 -1.65 2.30
H 3.98 -2.40 1.77
C 0.68 -2.35 2.43
C 0.90 -3.72 2.13
H 0.17 -4.53 2.20
H 2.78 -4.82 1.54
H 2.11 -0.61 2.53
H -0.27 -1.91 2.73
O -0.77 -1.07 -0.16
C -0.28 0.33 -0.06
C -0.66 0.97 -1.39
H 0.81 0.36 0.15
H -0.80 0.77 0.80
C -2.00 0.30 -1.68
H 0.08 0.69 -2.15
H -0.75 2.04 -1.33
C -1.77 -1.15 -1.30
H -2.36 0.47 -2.69
H -2.73 0.72 -0.98
H -1.29 -1.73 -2.11
H -2.66 -1.68 -0.94
S -0.18 -4.58 -1.03
C 1.03 -5.66 -0.76
N 1.94 -6.40 -0.57
```

Output
**HOMO energy (alpha / beta)**: -0.287 / -0.291 Ha
**Spin multiplicity**: 8
**Charge**: 0
**Frontier orbital gap (alpha / beta)**: 6.6 / 8.1 eV

=====

This record from the Open Molecules 2025 dataset describes a structure of composition C20H28MoN2O2PS3. The level of theory is ωB97M-V/def2-TZVPD.

```
57
Properties=species:S:1:pos:R:3
Mo 0.06 0.83 -0.08
O -0.12 0.96 1.91
N -0.75 0.00 2.55
N -1.14 -0.91 1.77
O -0.88 -0.77 0.45
C -1.87 -2.06 2.22
C -2.34 -2.96 1.27
C -3.06 -4.06 1.71
C -3.28 -4.24 3.07
C -2.79 -3.33 4.00
C -2.08 -2.23 3.58
H -2.16 -2.80 0.21
H -3.44 -4.77 0.99
H -3.85 -5.10 3.40
H -2.97 -3.49 5.05
H -1.70 -1.51 4.30
C 0.82 2.76 -3.33
C 0.25 1.44 -3.81
S -0.24 0.22 -2.53
C -2.07 0.18 -2.55
C -2.74 1.45 -2.06
S -2.28 1.81 -0.32
C -1.77 3.56 -0.32
C -0.38 3.71 -0.93
S -0.42 3.94 -2.72
H 1.29 3.26 -4.18
H 1.60 2.64 -2.58
H 0.98 0.90 -4.42
H -0.64 1.59 -4.43
H -2.32 -0.69 -1.94
H -2.38 -0.05 -3.58
H -3.82 1.33 -2.07
H -2.46 2.31 -2.65
H -1.78 3.85 0.73
H -2.52 4.15 -0.84
H 0.22 2.79 -0.70
H 0.19 4.52 -0.46
C 3.73 1.34 -1.14
P 2.48 1.16 0.15
C 3.13 1.93 1.64
C 2.15 -0.59 0.43
C 2.05 -1.13 1.73
C 1.88 -2.48 1.89
C 1.80 -3.32 0.78
C 1.92 -2.80 -0.51
C 2.11 -1.45 -0.69
H 3.38 1.07 -2.13
H 4.57 0.70 -0.86
H 4.07 2.38 -1.16
H 4.00 1.36 1.97
H 2.38 1.97 2.43
H 3.44 2.95 1.41
H 2.11 -0.49 2.60
H 1.82 -2.90 2.89
H 1.67 -4.38 0.92
H 1.90 -3.47 -1.37
H 2.25 -1.06 -1.69
```

Output
**HOMO energy (alpha / beta)**: -0.639 / -0.641 Ha
**Spin multiplicity**: 3
**Charge**: +3
**Frontier orbital gap (alpha / beta)**: 5.9 / 6.0 eV

=====

This record from the Open Molecules 2025 dataset describes the molecule C20H28N2O4S at a distorted geometry. The level of theory is ωB97M-V/def2-TZVPD.

```
55
Properties=species:S:1:pos:R:3
C -6.03 -1.56 -2.50
C -4.84 -1.12 -1.66
O -4.79 -1.72 -0.37
C -5.79 -1.31 0.55
C -5.52 0.04 1.22
C -4.23 0.03 2.05
N -3.04 -0.05 1.22
S -2.62 1.41 0.48
O -3.20 1.48 -0.83
O -2.94 2.47 1.40
C -0.84 1.27 0.34
C -0.22 0.16 0.87
C 1.16 0.09 0.74
N 2.05 -0.88 1.16
C 3.31 -0.51 0.80
C 3.27 0.70 0.15
C 1.90 1.11 0.09
C 1.24 2.21 -0.43
C -0.14 2.30 -0.30
C -0.89 3.48 -0.83
C 4.46 1.35 -0.37
O 4.47 2.38 -1.01
C 5.75 0.62 -0.01
C 5.62 -0.91 0.04
C 5.25 -1.45 -1.34
C 6.96 -1.52 0.48
C 4.53 -1.30 1.07
H -6.11 -2.65 -2.50
H -5.89 -1.22 -3.52
H -6.96 -1.14 -2.12
H -3.91 -1.46 -2.13
H -4.79 -0.03 -1.59
H -6.77 -1.29 0.07
H -5.79 -2.10 1.31
H -6.36 0.27 1.87
H -5.44 0.83 0.47
H -4.22 -0.83 2.73
H -4.14 0.95 2.62
H -3.17 -0.76 0.51
H -0.80 -0.60 1.37
H 1.80 -1.72 1.65
H 1.80 2.99 -0.92
H -0.21 4.22 -1.25
H -1.48 3.93 -0.04
H -1.59 3.16 -1.60
H 6.04 0.99 0.98
H 6.52 0.91 -0.72
H 6.00 -1.16 -2.07
H 5.19 -2.54 -1.32
H 4.29 -1.05 -1.67
H 7.26 -1.14 1.45
H 7.74 -1.27 -0.24
H 6.88 -2.60 0.54
H 4.90 -1.08 2.08
H 4.33 -2.37 1.01
```

Output
**HOMO energy**: -0.310 Ha
**Spin multiplicity**: 1
**Charge**: 0
**SMILES**: CCOCCCNS(=O)(=O)c1cc2[nH]c3c(c2cc1C)C(=O)CC(C)(C)C3
**Frontier orbital gap**: 8.9 eV

=====

This record from the Open Molecules 2025 dataset describes a structure of composition C20H28N3O8PtSSi2 at a distorted geometry. The level of theory is ωB97M-V/def2-TZVPD.

```
63
Properties=species:S:1:pos:R:3
Pt -0.42 0.08 -0.55
C 2.24 -0.05 1.72
Si 1.65 -0.74 0.07
C 1.75 -2.62 0.22
C 2.87 -0.32 -1.32
C 4.25 -0.53 -1.19
C 5.11 -0.29 -2.26
C 4.60 0.17 -3.47
C 3.23 0.37 -3.60
C 2.35 0.13 -2.53
Si 0.48 0.41 -2.65
C -0.25 -0.81 -3.90
C 0.23 2.12 -3.39
H 3.22 -0.47 1.97
H 1.54 -0.33 2.51
H 2.32 1.04 1.70
H 2.78 -2.93 0.43
H 1.41 -3.09 -0.70
H 1.11 -2.98 1.04
H 4.66 -0.88 -0.25
H 6.18 -0.45 -2.14
H 5.26 0.37 -4.30
H 2.84 0.73 -4.55
H 0.28 -0.75 -4.86
H -1.30 -0.57 -4.08
H -0.19 -1.84 -3.52
H 1.11 2.40 -4.00
H 0.12 2.88 -2.62
H -0.66 2.16 -4.03
C -4.09 -4.15 -0.74
C -3.94 -2.96 -1.67
S -2.70 -1.75 -1.08
O -1.49 -2.59 -0.82
C -3.45 -1.33 0.55
C -2.90 -2.16 1.70
H -4.53 -5.00 -1.27
H -4.73 -3.91 0.11
H -3.11 -4.45 -0.37
H -4.88 -2.41 -1.82
H -3.54 -3.26 -2.64
H -4.53 -1.40 0.42
H -3.18 -0.28 0.68
H -3.51 -3.03 1.91
H -2.83 -1.54 2.59
H -1.89 -2.50 1.45
O 1.62 4.75 5.14
N 1.38 4.79 3.94
O 1.78 5.67 3.20
C 0.56 3.74 3.37
C 0.23 3.78 2.03
C -0.50 2.77 1.47
C -0.83 1.55 2.21
O -1.19 0.49 1.69
C -0.62 1.69 3.65
C 0.10 2.72 4.19
N -1.11 0.67 4.58
O -0.67 0.68 5.72
O -1.94 -0.12 4.18
N -0.91 2.94 0.10
O -1.63 2.10 -0.42
O -0.55 3.94 -0.49
H 0.52 4.62 1.42
H 0.30 2.72 5.24
```

Output
**HOMO energy**: -0.178 Ha
**Spin multiplicity**: 1
**Charge**: -1
**Frontier orbital gap**: 6.4 eV

=====

This record from the Open Molecules 2025 dataset describes the molecule C20H28N4O2S. The level of theory is ωB97M-V/def2-TZVPD.

```
55
Properties=species:S:1:pos:R:3
C -3.91 -2.99 -1.39
C -4.13 -1.48 -1.40
C -3.10 -0.78 -2.30
O -4.02 -0.94 -0.09
C -5.23 -0.89 0.62
C -4.99 -0.31 2.01
C -4.67 1.19 1.98
N -3.41 1.47 1.36
C -3.27 1.96 0.11
S -4.51 2.65 -0.74
N -2.02 1.99 -0.43
C -0.87 1.29 -0.06
C -0.93 -0.01 0.47
C 0.22 -0.68 0.82
C 1.47 -0.08 0.64
N 2.60 -0.76 0.99
C 3.75 -0.21 0.79
N 3.92 1.04 0.25
C 2.84 1.82 -0.15
O 3.00 2.93 -0.63
C 1.53 1.20 0.07
C 0.37 1.88 -0.28
C 5.24 1.60 0.04
C 6.03 0.87 -1.05
C 6.74 -0.38 -0.54
C 5.78 -1.46 -0.03
C 4.95 -1.01 1.18
H -2.91 -3.21 -1.02
H -4.63 -3.48 -0.74
H -4.02 -3.40 -2.39
H -5.14 -1.26 -1.79
H -3.18 -1.16 -3.31
H -3.30 0.29 -2.30
H -2.10 -0.96 -1.92
H -5.66 -1.90 0.72
H -5.96 -0.27 0.08
H -4.17 -0.85 2.48
H -5.89 -0.46 2.61
H -5.44 1.73 1.41
H -4.65 1.58 3.00
H -2.59 1.05 1.79
H -1.92 2.63 -1.21
H -1.89 -0.50 0.55
H 0.18 -1.68 1.22
H 0.45 2.87 -0.71
H 5.80 1.60 0.98
H 5.07 2.64 -0.27
H 6.78 1.56 -1.44
H 5.36 0.61 -1.86
H 7.34 -0.80 -1.35
H 7.43 -0.11 0.26
H 6.36 -2.33 0.25
H 5.10 -1.76 -0.84
H 4.57 -1.89 1.70
H 5.59 -0.44 1.87
```

Output
**HOMO energy**: -0.288 Ha
**Spin multiplicity**: 1
**Charge**: 0
**SMILES**: CC(C)OCCCNC(=S)Nc1ccc2nc3n(c(=O)c2c1)CCCCC3
**Frontier orbital gap**: 8.3 eV

=====

This record from the Open Molecules 2025 dataset describes the molecule C20H28N4O3. The level of theory is ωB97M-V/def2-TZVPD.

```
55
Properties=species:S:1:pos:R:3
C -0.70 -4.11 -1.49
C -0.95 -3.40 -0.15
C -0.45 -1.99 -0.22
N -1.31 -1.04 -0.55
C -2.72 -1.17 -0.83
C -3.29 0.21 -1.14
C -3.31 1.14 0.11
N -4.58 1.38 0.74
C -5.17 0.30 1.50
C -6.04 -0.72 0.73
C -5.52 2.19 -0.01
C -5.06 3.64 -0.13
C 0.90 -1.66 0.01
C 1.87 -2.66 0.40
O 1.69 -3.86 0.53
N 3.14 -2.18 0.66
C 3.61 -0.90 0.55
O 4.76 -0.60 0.77
N 2.66 0.02 0.14
C 3.09 1.37 -0.03
C 3.54 2.09 1.07
C 3.97 3.39 0.91
C 3.93 3.98 -0.34
C 3.47 3.27 -1.44
C 3.06 1.96 -1.28
C 1.33 -0.28 -0.12
O 0.59 0.66 -0.43
H -1.15 -5.10 -1.46
H 0.36 -4.22 -1.65
H -1.14 -3.55 -2.32
H -2.01 -3.40 0.08
H -0.41 -3.94 0.62
H -0.89 -0.10 -0.61
H -3.23 -1.60 0.03
H -2.87 -1.83 -1.69
H -4.30 0.11 -1.52
H -2.68 0.67 -1.92
H -2.64 0.73 0.87
H -2.90 2.11 -0.17
H -5.80 0.75 2.27
H -4.36 -0.23 2.00
H -5.47 -1.25 -0.02
H -6.44 -1.44 1.44
H -6.87 -0.22 0.25
H -6.46 2.18 0.55
H -5.73 1.80 -1.01
H -5.87 4.26 -0.50
H -4.75 4.01 0.84
H -4.22 3.74 -0.82
H 3.82 -2.87 0.95
H 3.57 1.62 2.04
H 4.33 3.95 1.76
H 4.26 5.00 -0.47
H 3.45 3.73 -2.41
H 2.70 1.39 -2.13
```

Output
**HOMO energy**: -0.306 Ha
**Spin multiplicity**: 1
**Charge**: 0
**SMILES**: CC/C(NCCCN(CC)CC)=C1\C(=O)NC(=O)N(c2ccccc2)C1=O
**Frontier orbital gap**: 8.9 eV

=====

This record from the Open Molecules 2025 dataset describes the molecule C20H28N4O4. The level of theory is ωB97M-V/def2-TZVPD.

```
56
Properties=species:S:1:pos:R:3
C -4.91 -3.85 2.63
C -4.06 -2.66 3.06
C -3.67 -2.77 4.54
C -4.83 -1.36 2.86
O -6.05 -1.35 2.93
N -4.11 -0.21 2.68
C -4.81 1.00 2.32
C -2.70 -0.21 2.41
C -2.38 -0.61 0.96
O -3.23 -1.06 0.22
N -1.08 -0.45 0.59
C -0.65 -0.67 -0.78
C 0.49 0.34 -0.99
C 1.62 -0.25 -1.84
N 2.67 0.70 -2.13
C 3.85 0.71 -1.46
O 4.08 -0.02 -0.51
C 4.85 1.71 -1.91
C 5.82 2.30 -1.06
N 6.54 3.18 -1.69
O 6.07 3.18 -3.00
C 5.06 2.31 -3.11
C 4.46 2.20 -4.45
C 5.29 1.63 -5.57
C 4.15 0.83 -5.02
C 0.96 0.70 0.42
C 0.11 1.65 1.21
C -0.05 0.17 1.38
H -5.17 -3.78 1.57
H -4.37 -4.78 2.80
H -5.84 -3.87 3.20
H -3.16 -2.66 2.45
H -3.05 -1.93 4.87
H -4.57 -2.78 5.16
H -3.12 -3.70 4.73
H -5.87 0.87 2.54
H -4.43 1.85 2.90
H -4.69 1.22 1.26
H -2.31 0.79 2.59
H -2.15 -0.87 3.08
H -0.28 -1.70 -0.90
H -1.49 -0.54 -1.46
H 0.11 1.23 -1.50
H 2.07 -1.09 -1.31
H 1.21 -0.63 -2.78
H 2.55 1.34 -2.90
H 6.00 2.10 -0.02
H 3.79 3.01 -4.72
H 5.17 2.08 -6.55
H 6.29 1.31 -5.33
H 4.39 -0.02 -4.40
H 3.25 0.73 -5.61
H 2.01 0.62 0.64
H 0.58 2.20 2.01
H -0.69 2.18 0.69
H 0.24 -0.32 2.30
```

Output
**HOMO energy**: -0.332 Ha
**Spin multiplicity**: 1
**Charge**: 0
**SMILES**: CC(C)C(=O)N(C)CC(=O)N1C[C@H](CNC(=O)c2cnoc2C2CC2)[C@H]2C[C@H]21
**Frontier orbital gap**: 9.4 eV